Molecular formula: C23H34IN3O2
Method: DFT, the ωB97M-V functional and the def2-TZVPD basis

```
63
Properties=species:S:1:pos:R:3:forces:R:3
C 1.794 -4.782 4.260 -0.1240 -0.0248 -0.0068
H 0.950 -1.253 0.660 -0.1489 -0.0175 -0.0183
H 2.298 4.237 -1.716 -0.0008 0.0006 0.0119
H -1.992 -1.606 0.509 -0.0192 0.2153 0.0298
C 0.540 -2.208 1.030 0.0478 0.0455 0.1536
H 1.453 8.547 -3.467 0.0057 0.0037 -0.0007
C 0.310 -1.718 -2.480 0.0021 0.0137 0.0534
H 2.324 -5.699 2.370 -0.0169 0.0722 -0.0193
H -0.288 -2.509 0.381 0.1863 0.0172 -0.0235
H 0.676 -5.047 2.425 0.1160 -0.0209 0.0147
H 1.719 -0.711 2.712 0.0899 -0.1949 0.1586
H 2.698 -4.250 4.565 -0.0172 -0.1230 -0.0717
O 0.267 0.829 4.626 0.0715 -0.1644 -0.4934
C -1.335 -1.189 2.534 0.0391 -0.2680 0.2036
H -0.203 -2.977 2.880 0.2360 0.0930 0.0606
I -2.378 -4.673 -0.349 0.0495 0.0201 -0.2058
H -1.373 4.173 -3.970 -0.0106 0.0037 0.0007
H 2.477 -2.910 0.329 -0.0684 -0.0819 0.0632
H -4.011 -2.518 2.553 0.0675 0.0118 -0.0693
H -0.594 0.643 1.885 -0.0709 0.0087 -0.0257
H 1.169 -2.042 -1.899 -0.0089 -0.0453 -0.0053
C 0.000 -1.993 2.447 -0.3553 -0.1454 -0.1606
C -0.555 4.688 -3.486 -0.0082 -0.0240 0.0401
C 1.483 6.095 -2.329 0.0238 -0.0330 0.0163
C -0.687 1.861 -2.191 0.0011 0.0400 -0.0365
C 0.102 0.088 3.702 0.0026 0.4495 0.4114
H -0.604 -2.017 -1.976 -0.0175 -0.0885 0.0181
H 0.339 -2.137 -3.482 0.0095 0.0396 -0.0233
H -4.060 -2.624 -0.143 -0.0287 -0.1276 0.0089
C 0.919 -1.138 3.334 0.2132 -0.0058 -0.2793
H -1.266 6.645 -4.049 0.0040 0.0267 0.0060
C 1.713 -4.870 2.745 -0.0613 -0.0662 0.1102
H 0.445 8.607 -1.995 0.0032 0.0078 0.0046
C -3.206 -2.746 1.847 0.1489 0.0681 -0.1317
H -3.100 -0.607 1.482 0.0240 -0.0997 -0.0724
O 2.190 -3.646 2.183 -0.0569 0.1470 0.0864
C 0.521 8.227 -3.010 0.0028 -0.0354 -0.0055
H -0.319 8.578 -3.600 -0.0054 0.0031 -0.0078
H -2.535 -3.451 2.348 -0.1832 -0.0144 -0.0113
N 0.493 6.743 -2.966 -0.0133 0.0461 -0.0070
H 2.257 6.708 -1.888 -0.0087 0.0218 0.0019
H 1.252 -4.172 0.415 0.0064 -0.0118 0.1170
C -3.797 -3.384 0.593 -0.2734 0.1810 0.3120
N 0.339 -0.236 -2.566 -0.0300 -0.0403 0.0026
H 2.369 2.188 -3.616 -0.0007 0.0005 -0.0157
N -0.981 0.231 2.732 0.0496 -0.3313 0.2020
C -0.698 0.485 -2.117 -0.0031 0.0158 0.0371
H 1.409 -1.642 4.166 -0.2274 0.0922 0.0084
C 1.648 -3.293 0.940 0.0592 0.0912 -0.2371
C 1.419 0.367 -3.091 0.0159 0.0418 0.0002
H 2.218 -0.279 -3.428 -0.0143 -0.0256 -0.0052
H -1.732 -1.497 3.513 -0.1913 0.1828 -0.1481
C 1.490 4.723 -2.246 0.0361 -0.0320 -0.0322
C 0.454 3.994 -2.825 -0.0142 0.0541 0.0044
C 0.418 2.510 -2.733 -0.0135 -0.0640 -0.0041
C -0.509 6.064 -3.544 -0.0146 -0.0295 -0.0054
H 1.817 -5.785 4.695 -0.0103 0.1263 -0.0281
C -2.423 -1.468 1.510 0.1118 0.0565 0.0827
H 0.930 -4.256 4.679 0.1443 -0.0153 -0.0591
H -1.534 2.412 -1.806 -0.0132 -0.0042 -0.0034
C 1.487 1.737 -3.184 0.0364 0.0369 0.0419
H -1.527 -0.063 -1.693 0.0028 -0.0384 0.0001
H -4.683 -3.985 0.798 0.2234 -0.0612 -0.0486
```
Forces are in eV/Å.

LUMO   -0.2870 Ha
F_max   0.0118 Eh/bohr
2S+1   1
Gap between HOMO and LUMO   5.547 eV
Charge   +2
HOMO   -13.356 eV
DFT total energy   -1508.66877 hartree
ΔE to the lowest compared entry with this formula, charge and spin   0.0 kJ/mol